(1)
Formula: C3H4S2
Source: OMol25
Level of theory: ωB97M-V with the def2-TZVPD basis set

Structure (XYZ):
```
9
Properties=species:S:1:pos:R:3:forces:R:3
C -1.0889 -0.1440 -0.0294 -4.1 1.2 0.1
C 0.1914 -0.7386 -0.2541 2.4 -0.8 -0.3
C 1.3122 -0.2448 0.3302 -0.8 1.0 2.3
H -0.2762 2.2097 -0.7026 -1.8 -0.9 1.4
H 0.3896 -1.7082 -0.8957 -1.1 2.2 1.1
H 2.2179 -0.7532 -0.0137 0.1 0.5 0.8
H 1.2961 0.5547 1.3626 0.1 -2.3 -3.8
S -1.4405 1.6729 0.0434 3.2 -0.5 -1.4
S -2.6016 -0.8486 0.1593 1.9 -0.3 -0.1
```
Positions in Å, forces in eV/Å.

Values from the calculation:
LUMO energy: -0.0376 Ha
Relative energy (zero: lowest compared OMol25 entry of this formula, charge and spin): 2.1866 eV
Frontier orbital gap: 7.56 eV
HOMO: -8.59 eV
F_max: 4.47 eV/A

These are the Löwdin partial charges, in e, on atoms 1 to 4: -1.13, -0.32, -0.01, -0.06

(2)
Formula: C3H4S2
Source: OMol25
Level of theory: ωB97M-V with the def2-TZVPD basis set

Structure (XYZ):
```
9
Properties=species:S:1:pos:R:3:forces:R:3
C 0.2311 0.1595 -0.8363 7.7 2.6 7.7
C 1.1026 0.6065 0.2928 -6.0 -3.3 -7.9
C -0.8672 -0.7173 -0.9984 -2.7 -0.4 0.8
S 1.8352 1.9933 0.8208 -1.5 2.0 -1.7
S -1.8568 -0.8114 0.6374 0.1 -0.1 -0.7
H -1.5881 -0.2277 -1.6714 0.2 -0.4 -0.2
H -0.7595 -1.7934 -1.2571 0.7 1.0 -0.3
H 2.5747 1.6146 1.7784 1.4 -1.3 1.6
H -0.6721 -0.8242 1.2339 0.0 -0.1 0.6
```
Positions in Å, forces in eV/Å.

Values from the calculation:
LUMO energy (spin up / spin down): -0.0226 / -0.0226 Ha
Relative energy (zero: lowest compared OMol25 entry of this formula, charge and spin): 4.4266 eV
Frontier orbital gap (spin up / spin down): 7.65 / 7.65 eV
HOMO (spin up / spin down): -8.27 / -8.27 eV
F_max: 11.15 eV/A
SMILES: SC#CCS

These are the Löwdin partial charges, in e, on atoms 1 to 4: -0.13, -0.52, -0.57, 0.79

(3)
Formula: C3H4S2
Source: OMol25
Level of theory: ωB97M-V with the def2-TZVPD basis set

Structure (XYZ):
```
9
Properties=species:S:1:pos:R:3:forces:R:3
C 0.1234 -1.1167 -0.5373 1.3 -1.9 -3.3
C 0.0953 0.3229 -0.7067 -3.5 2.1 1.2
C 0.1813 1.2621 0.2900 1.2 3.0 3.1
H -0.9695 -1.0497 1.7665 3.5 -1.6 -1.5
H -0.6571 0.6069 -1.5303 2.3 0.0 0.4
H 0.2180 2.4755 0.2430 -0.8 -3.1 -1.3
H 0.3676 1.2704 1.5203 0.0 -1.5 -3.4
S 0.4952 -1.7849 1.0820 -3.9 1.4 0.3
S 0.1458 -1.9866 -2.1274 -0.1 1.6 4.5
```
Positions in Å, forces in eV/Å.

Values from the calculation:
LUMO energy: -0.0647 Ha
Relative energy (zero: lowest compared OMol25 entry of this formula, charge and spin): 4.2719 eV
Frontier orbital gap: 7.11 eV
HOMO: -8.87 eV
F_max: 4.73 eV/A

These are the Löwdin partial charges, in e, on atoms 1 to 4: -1.14, -0.39, -0.04, 0.10

(4)
Formula: C3H4S3
Source: OMol25
Level of theory: ωB97M-V with the def2-TZVPD basis set

Structure (XYZ):
```
10
Properties=species:S:1:pos:R:3:forces:R:3
C 0.6259 -0.2809 0.7984 -0.6 1.5 0.5
C -0.4018 0.5407 0.0188 0.7 1.6 -0.3
C -1.4276 -0.1672 -0.7943 -1.2 -0.6 1.8
H 2.4630 0.3571 -0.5450 -0.2 -0.2 0.0
H 1.0649 0.3295 1.6343 -0.5 -0.6 -0.9
H 0.1173 -1.1501 1.1906 0.1 -0.3 0.2
H -1.2295 -0.1746 -1.8670 -0.4 -0.1 0.1
S 1.8975 -0.8497 -0.3393 0.3 -0.1 -0.2
S -0.3704 2.2050 -0.1134 0.0 -2.0 0.3
S -2.7392 -0.8098 0.0169 1.8 0.8 -1.5
```
Positions in Å, forces in eV/Å.

Values from the calculation:
LUMO energy: -0.0463 Ha
Relative energy (zero: lowest compared OMol25 entry of this formula, charge and spin): 1.6450 eV
Frontier orbital gap: 7.74 eV
HOMO: -9.00 eV
F_max: 2.48 eV/A
SMILES: S=CC(=S)CS

These are the Löwdin partial charges, in e, on atoms 1 to 4: -0.61, -0.93, -0.67, -0.12

(5)
Formula: C3H4S3
Source: OMol25
Level of theory: ωB97M-V with the def2-TZVPD basis set

Structure (XYZ):
```
10
Properties=species:S:1:pos:R:3:forces:R:3
C -0.7629 0.0390 -0.1635 -2.6 0.7 -0.6
C -0.9612 -1.2631 -0.0727 4.0 -0.8 1.3
C 0.4147 0.7642 -0.0695 2.6 1.5 -0.3
S 0.1790 -2.4631 0.4284 -1.8 -1.4 -0.7
S 1.9687 0.2476 0.1708 -0.1 -0.4 0.5
S 0.2982 2.4599 -0.5105 -0.2 0.9 0.4
H -1.7388 0.4776 -0.4495 1.0 0.8 0.2
H -1.8736 -1.5858 -0.3051 -3.5 -1.7 -0.8
H 1.0031 -1.6074 0.9153 1.4 1.1 0.6
H 1.4728 2.9311 0.0563 -0.9 -0.7 -0.5
```
Positions in Å, forces in eV/Å.

Values from the calculation:
LUMO energy: -0.0364 Ha
Relative energy (zero: lowest compared OMol25 entry of this formula, charge and spin): 1.5656 eV
Frontier orbital gap: 7.48 eV
HOMO: -8.47 eV
F_max: 4.31 eV/A

These are the Löwdin partial charges, in e, on atoms 1 to 4: -0.33, -0.48, -1.16, 0.83

(6)
Formula: C3H53O24
Source: OMol25
Level of theory: ωB97M-V with the def2-TZVPD basis set

Structure (XYZ):
```
80
Properties=species:S:1:pos:R:3:forces:R:3
C 1.8780 -11.1010 12.5440 1.3 1.6 2.1
C 3.2700 -11.1960 11.8680 -0.1 1.6 -0.2
C 3.1770 -10.9290 10.3500 0.1 -3.2 0.5
O 4.1410 -10.1930 12.3310 -0.6 -0.4 -0.2
H 1.3770 -11.9960 12.8560 -0.3 -0.9 -0.7
H 1.2390 -10.3400 12.0680 0.1 -0.3 0.2
H 2.1540 -10.7200 13.5880 -0.4 0.0 -1.4
H 3.7100 -12.1200 12.2000 -0.2 -1.0 -0.8
H 4.1030 -10.7200 9.8690 1.1 0.0 0.1
H 2.6090 -10.0970 10.1130 -1.5 1.8 0.0
H 2.7630 -11.8010 9.8320 -0.1 0.0 -0.2
O 4.6790 -12.6280 7.9410 -0.1 -0.5 -0.3
H 4.5770 -13.1880 8.7250 0.2 0.1 0.0
H 4.3990 -11.7590 8.2250 0.0 0.4 0.0
O 2.8690 -7.9620 11.6680 -0.4 0.5 -2.0
H 3.1950 -8.8610 11.7270 1.4 -1.2 -0.2
H 2.6370 -7.8790 12.5730 -0.8 0.9 1.7
O 2.1030 -8.7230 7.7180 1.0 -0.4 -0.1
H 1.2770 -8.7400 7.2660 -0.9 0.3 -0.7
H 1.9670 -8.1160 8.4540 -0.3 0.6 0.7
O 1.4620 -9.3800 15.5880 -0.3 0.8 2.0
H 1.2230 -9.1830 16.5220 0.7 -0.1 -0.6
H 0.5980 -9.6230 15.2730 -0.7 -0.8 -1.1
O 5.1010 -13.4010 10.6290 -1.7 1.3 -2.3
H 5.4630 -12.4980 10.5970 0.1 0.0 0.0
H 5.6920 -13.8130 11.1820 2.0 -1.8 2.1
O -0.4800 -13.9590 12.7760 -1.2 -0.7 1.6
H -0.8930 -13.1710 13.1400 -0.1 -0.1 0.2
H 0.0160 -13.5970 12.0690 0.8 0.3 -1.1
O 1.9310 -12.3500 15.6940 -1.7 -1.0 1.5
H 1.1870 -11.7840 15.4960 -0.6 -0.2 0.0
H 2.6120 -11.9220 15.2450 2.5 0.9 -1.2
O -0.3730 -9.7820 10.0240 -1.0 1.0 -0.3
H -1.1100 -9.1550 9.8530 0.4 -0.7 0.3
H -0.1470 -10.1280 9.1510 0.0 -0.6 -0.3
O 4.7960 -9.6090 7.7150 -0.1 0.0 0.4
H 4.7740 -9.7290 6.7660 -0.2 0.2 -0.1
H 4.1020 -8.9830 7.9900 0.2 -0.4 -0.7
O 2.7510 -14.4330 11.5170 0.2 -0.2 -1.1
H 2.0490 -13.8170 11.2240 0.5 -0.8 0.2
H 3.3300 -14.5170 10.7230 -0.5 0.3 1.1
O 0.8140 -11.1590 8.0200 -1.7 -1.4 -0.4
H 0.8610 -11.3260 7.0800 -0.3 -0.6 -0.4
H 1.4500 -10.4870 8.0840 2.2 1.8 0.7
O 4.5270 -11.7540 14.5620 0.1 -0.6 -0.9
H 4.6260 -11.4090 13.6300 -0.2 0.5 1.3
H 4.6660 -11.0050 15.1500 0.2 0.4 -0.2
O 3.6140 -14.6140 14.2260 0.3 -1.7 -0.2
H 3.6510 -14.3900 13.3020 -0.3 -0.3 -1.0
H 3.6250 -13.7670 14.6080 0.0 1.8 1.3
O -0.4310 -11.2630 14.6070 1.0 0.1 0.5
H -0.2870 -11.0850 13.6500 -0.6 -0.2 0.5
H -1.2400 -10.8700 14.9090 -0.7 0.2 -0.2
O 6.3660 -11.1380 11.2730 1.2 -0.7 -0.1
H 5.5000 -10.7490 11.5010 -1.2 0.7 0.9
H 6.7150 -11.4290 12.1270 -0.1 0.1 -0.2
O 6.3300 -8.8770 9.8220 0.5 2.7 0.0
H 5.9360 -9.2310 9.0540 -0.5 -0.7 -1.4
H 6.4710 -9.5900 10.3960 0.5 -1.6 1.3
O -1.3040 -11.0550 12.1970 -1.3 -0.2 0.9
H -0.7280 -10.4550 11.7260 0.0 0.6 -0.4
H -1.8710 -10.5390 12.8120 0.6 -0.2 -1.1
O 0.9800 -7.4820 9.9500 -0.8 0.8 -1.1
H 1.5960 -7.7090 10.6520 1.9 0.2 1.1
H 0.5310 -8.3230 9.8920 -0.4 -0.6 -0.3
O -0.3740 -7.8420 12.5360 -1.3 -1.9 -1.0
H -0.0110 -7.7410 11.6490 0.1 0.1 -0.1
H -0.0100 -7.1260 12.9900 1.1 1.8 1.4
O 5.9500 -8.8450 13.4710 1.6 1.0 1.1
H 6.7590 -9.1580 13.0640 0.2 0.2 -0.1
H 5.2710 -9.2360 12.9420 -1.3 -0.6 -0.6
O 2.2110 -7.3040 14.0930 -0.2 -0.1 0.9
H 3.1250 -7.0370 14.2640 -0.1 -0.2 0.1
H 1.9960 -8.0520 14.7140 0.4 0.8 -0.6
O 4.2000 -9.3910 16.0620 1.7 0.2 -1.6
H 3.3140 -9.4940 15.7850 -1.6 -0.4 -0.7
H 4.1540 -9.3230 16.9780 0.1 0.1 2.5
O 0.6410 -13.0620 10.6200 -1.3 0.0 -1.7
H -0.0900 -13.1130 9.9580 0.9 -0.1 0.8
H 1.0110 -12.1960 10.4790 0.3 0.7 -0.1
```
Positions in Å, forces in eV/Å.

Values from the calculation:
LUMO energy: 0.0574 Ha
Relative energy (zero: lowest compared OMol25 entry of this formula, charge and spin): 2.2016 eV
Frontier orbital gap: 7.27 eV
HOMO: -5.71 eV
Net charge: -1
F_max: 3.42 eV/A

These are the Löwdin partial charges, in e, on atoms 1 to 4: -0.03, -0.48, -0.04, -0.34

(7)
Formula: C3H5BBr2F4NO4PSr
Source: OMol25
Level of theory: ωB97M-V with the def2-TZVPD basis set

Structure (XYZ):
```
22
Properties=species:S:1:pos:R:3:forces:R:3
N -2.5078 -0.5526 -2.4162 0.1 0.8 0.2
B -1.5795 0.3982 -1.8776 -0.1 0.7 -0.7
O -1.2816 1.5366 -2.6179 0.4 -0.6 0.0
P -0.7171 0.1366 -0.1167 -1.8 -1.8 1.0
F -2.1127 0.4504 0.7344 0.3 0.6 0.1
Br -0.0743 2.4666 0.0186 0.8 1.5 0.2
Br 1.2408 -0.3872 -1.4099 0.6 0.3 -0.7
C 0.2222 -0.0209 1.5356 -0.7 0.5 -0.3
O 1.5645 0.4508 1.2915 -0.2 0.6 0.3
C 2.5587 -0.1383 1.8364 -1.8 -0.5 -0.6
F 2.7596 -1.3709 1.5672 0.4 -1.1 0.2
F 2.6205 0.0910 3.1438 1.2 0.0 0.6
F 3.6652 0.5634 1.1970 0.8 -4.4 0.2
C -1.1376 -1.7841 0.0095 -0.6 -2.1 -0.1
O -2.2900 -2.1441 0.1465 -1.6 1.3 0.1
O -0.1553 -2.5055 -0.0056 2.2 -0.2 0.1
H -2.6488 -0.2680 -3.3773 -0.1 0.0 -0.2
H -3.4050 -0.3940 -1.9709 -0.1 -1.0 0.5
H -0.5932 1.3137 -3.2495 0.3 0.3 -0.2
H 0.1652 -1.0198 1.9447 0.5 -0.4 -0.4
H -0.2195 0.6528 2.2535 -0.2 0.4 -0.1
Sr 3.9256 2.5252 1.3627 -0.4 4.9 -0.2
```
Positions in Å, forces in eV/Å.

Values from the calculation:
LUMO energy: -0.1251 Ha
Frontier orbital gap: 2.39 eV
HOMO: -5.79 eV
F_max: 4.93 eV/A

These are the Löwdin partial charges, in e, on atoms 1 to 4: 0.17, -0.80, 0.00, 0.36

(8)
Formula: C3H5BS2
Source: OMol25
Level of theory: ωB97M-V with the def2-TZVPD basis set

Structure (XYZ):
```
11
Properties=species:S:1:pos:R:3:forces:R:3
B 0.3624 -0.8948 0.0497 0.4 0.3 -0.3
C -3.0910 -0.4584 0.3421 -1.2 2.6 -2.1
C -2.0573 -0.7103 -0.5133 1.0 -1.8 3.1
C 1.5399 0.0527 -0.0579 1.8 0.2 -0.9
S -4.2758 0.6722 -0.0705 0.3 -0.2 -0.1
S -0.8642 -1.9961 0.1328 -0.6 -0.5 -0.5
H -3.3410 -0.9143 1.2325 0.5 -1.5 1.9
H -1.8964 -0.2708 -1.4211 0.5 0.8 -2.1
H 2.6637 -0.1755 0.1096 -2.1 -0.4 0.0
H 1.3144 0.8281 0.6205 -0.3 1.1 1.3
H 1.5552 0.6314 -0.9951 -0.3 -0.5 -0.1
```
Positions in Å, forces in eV/Å.

Values from the calculation:
LUMO energy: -0.0374 Ha
Relative energy (zero: lowest compared OMol25 entry of this formula, charge and spin): 4.1434 eV
Frontier orbital gap: 6.24 eV
HOMO: -7.26 eV
F_max: 3.67 eV/A

These are the Löwdin partial charges, in e, on atoms 1 to 4: -0.42, -0.80, -0.47, -0.06

(9)
Formula: C3H5BiLiO4
Source: OMol25
Level of theory: ωB97M-V with the def2-TZVPD basis set

Structure (XYZ):
```
14
Properties=species:S:1:pos:R:3:forces:R:3
O -0.0472 0.8555 -0.6213 0.7 -0.6 0.6
C 1.3277 1.0892 -0.6533 -3.0 0.2 0.5
C -0.8771 1.8384 -0.6788 -0.3 2.1 -2.2
O 2.0350 0.0744 -0.4679 -0.2 -0.9 0.0
O 1.7835 2.2160 -0.8311 -0.7 0.6 -0.3
C -2.2821 1.5956 -0.8410 1.1 -0.1 3.5
Bi 3.7481 1.4019 -0.7955 4.6 1.0 -0.3
H -0.4477 2.8359 -0.8430 0.0 0.0 0.4
H -2.8199 2.4077 -0.2947 0.0 0.1 -0.1
H -2.3857 0.7194 -0.1277 -1.3 -0.1 -1.8
H -2.5571 1.9023 -1.8702 -0.3 -0.7 -0.2
Li 1.7121 -1.7585 0.0015 0.0 -1.2 0.4
O -2.4951 -0.8247 -2.2872 1.1 0.0 0.4
H -3.3740 -0.9317 -2.6988 -1.7 -0.4 -0.8
```
Positions in Å, forces in eV/Å.

Values from the calculation:
<S²>: 1.498
Multiplicity: 2
LUMO energy (spin up / spin down): -0.6734 / -0.8040 Ha
Relative energy (zero: lowest compared OMol25 entry of this formula, charge and spin): 2.9500 eV
Frontier orbital gap (spin up / spin down): 10.24 / 2.30 eV
HOMO (spin up / spin down): -28.57 / -24.17 eV
Net charge: +4
F_max: 4.70 eV/A

These are the Löwdin partial charges, in e, on atoms 1 to 4: 0.20, -0.70, 0.07, -0.19

(10)
Formula: C3H5BiO2
Source: OMol25
Level of theory: ωB97M-V with the def2-TZVPD basis set

Structure (XYZ):
```
11
Properties=species:S:1:pos:R:3:forces:R:3
O 0.5288 0.8215 0.7901 -0.6 0.6 0.5
Bi 2.2353 0.9469 0.0898 2.1 3.1 -0.3
O 2.9560 -1.0578 -0.3385 0.0 0.0 -0.1
C 3.1609 -2.1680 -0.4604 0.5 -2.3 -0.3
C -0.6122 0.0404 0.6504 -2.9 -2.6 0.4
C -1.5168 0.5064 -0.4808 0.1 0.5 -0.6
H -0.3230 -1.0128 0.4665 0.0 0.5 0.2
H -1.1903 0.0398 1.5952 0.6 0.4 -0.2
H -1.2626 -0.0168 -1.4160 -0.1 0.2 0.2
H -2.5749 0.3098 -0.2545 0.4 0.0 0.0
H -1.4011 1.5906 -0.6419 -0.2 -0.3 0.1
```
Positions in Å, forces in eV/Å.

Values from the calculation:
LUMO energy: -0.4729 Ha
Frontier orbital gap: 7.12 eV
HOMO: -19.99 eV
Net charge: +2
F_max: 3.91 eV/A

These are the Löwdin partial charges, in e, on atoms 1 to 4: -0.49, 2.17, -0.20, 0.27

For reference, molar mass by record: 104.20, 104.20, 104.20, 136.27, 136.27, 473.43, 484.28, 116.02, 320.99, 282.05 g/mol.
For reference, DFT total energy by record: -24843.45464, -24841.21468, -24841.36940, -35679.83090, -35679.91037, -53113.71476, -174625.61665, -25535.71156, -17369.29193, -13103.63173 eV.